[1]
C32H36BN14OPPbS3 as an isolated structure. Source: OMol25; level of theory: ωB97M-V with the def2-TZVPD basis set.

Structure (ORCA input):
```
! wB97M-V def2-TZVPD RIJCOSX def2/J DEFGRID3
* xyz 1 2
N 1.60 -1.81 -2.77
C 5.01 -2.99 -0.08
C -0.21 -2.97 -2.55
C -4.02 0.51 2.44
N 2.27 0.36 -1.60
H -1.75 4.95 6.23
C -2.96 2.41 4.36
C 0.37 -3.37 -3.75
N 4.93 -0.21 -3.35
H -1.04 0.02 -1.57
C -3.41 3.70 6.77
H -3.15 -1.29 3.24
P -2.61 1.54 2.83
C 1.34 1.67 -0.17
N 1.43 0.40 -0.55
H 0.84 2.99 5.87
N -4.89 -0.70 -1.54
H 5.90 -3.49 0.25
N -4.49 -1.82 -0.87
C -3.74 1.40 -2.16
H 2.11 -0.16 -4.97
C 4.09 1.39 4.64
C -4.03 -0.83 2.81
N 2.18 -0.54 2.56
H 0.72 1.94 0.68
N 2.91 -2.22 -0.17
H 2.16 1.02 6.57
H 5.55 -1.95 -1.99
C 1.81 1.10 5.54
C -3.22 -1.79 -0.44
H 0.91 0.49 5.42
H -5.18 -2.63 2.87
C -3.84 0.05 -1.54
H -5.13 -2.59 -0.73
N 0.53 -2.03 -1.96
S -2.03 2.76 1.36
N -2.80 -0.57 -0.88
H -1.12 -3.31 -2.07
C 4.86 -2.22 -1.22
H 2.29 -2.61 -4.59
C -4.01 1.99 5.19
H 2.26 3.54 -0.93
C 2.70 1.60 -1.88
H 3.45 -3.40 1.46
H 1.11 2.60 4.16
C 3.77 -2.95 0.54
H -7.19 -1.60 1.86
C -5.14 1.09 1.84
C 1.53 -2.62 -3.84
C 2.50 -0.02 3.54
S -2.40 -2.99 0.39
H -4.69 1.65 -2.61
H -1.57 0.83 -0.21
C -4.22 2.64 6.39
C 3.15 -0.05 -4.69
H 3.40 1.78 -2.68
S -0.86 0.56 2.86
H 6.30 0.71 -4.61
H -1.34 3.80 4.09
C 4.19 0.52 -5.36
N 3.61 -0.52 -3.49
H -3.48 2.14 -1.41
N -1.52 -0.07 -0.68
H -5.12 2.13 1.55
H 4.54 1.33 5.63
H 0.01 -4.10 -4.45
C -2.37 4.12 5.94
H -7.14 0.77 1.16
H -4.65 1.17 4.89
C -6.30 -1.01 2.02
C 5.28 0.39 -4.47
C -5.18 -1.59 2.59
Pb 0.61 -1.61 0.46
C -6.28 0.33 1.63
H -2.96 1.41 -2.93
H 4.18 0.97 -6.34
H -3.59 4.21 7.71
H 3.32 2.88 3.29
N 2.87 0.55 4.67
O 2.74 3.30 5.23
N 3.59 -1.77 -1.26
H 4.78 0.98 3.91
C -2.15 3.47 4.74
C 2.12 2.48 -0.98
B 2.79 -0.94 -2.29
C 1.54 2.54 5.17
H -5.03 2.32 7.04
H 4.58 3.47 4.40
C 3.71 2.82 4.32
*
```

Results
- Relative energy (zero: lowest compared OMol25 entry of this formula, charge and spin): 0.0 kJ/mol
- LUMO level (spin up / spin down): -2.0562 / -4.9485 eV
- HOMO-LUMO gap (spin up / spin down): 8.676 / 5.782 eV

These are the Löwdin partial charges, in e, on atoms 1 to 6: atom 1 (N): 0.014, atom 2 (C): -0.041, atom 3 (C): -0.145, atom 4 (C): -0.410, atom 5 (N): 0.032, atom 6 (H): 0.113

=====

[2]
A 6-piece molecular cluster, C32H36F4O12 overall. Source: OMol25; level of theory: ωB97M-V with the def2-TZVPD basis set.

Structure (ORCA input):
```
! wB97M-V def2-TZVPD RIJCOSX def2/J DEFGRID3
* xyz 0 1
O -1.67 -0.36 -2.92
C 8.09 -2.19 -1.41
C 0.72 0.02 6.04
H -8.68 4.66 -7.73
H 0.67 1.21 -2.37
C -0.08 2.12 5.26
C 0.43 -2.18 7.93
C -0.47 -0.12 6.74
O 6.84 -4.07 -2.09
O -4.48 5.26 -2.61
H 4.11 -3.53 3.95
C -8.92 3.79 -7.11
H -2.39 0.72 7.20
H 2.40 -2.68 7.54
C 0.91 1.18 5.31
H -7.57 3.66 -5.40
C -1.45 0.83 6.68
O -9.09 1.44 -7.12
H 1.91 -3.43 3.09
F 3.32 1.15 5.22
C -3.46 3.06 -2.69
H -6.80 3.28 -6.97
O 2.59 -1.30 5.29
C 1.56 -2.05 7.26
C 6.46 -2.97 -2.95
H 8.18 -1.69 -0.46
H 9.01 -2.08 -1.99
C -8.09 1.74 -6.25
H -2.36 2.61 -4.48
H -0.41 1.38 0.36
F 2.25 2.79 4.32
C 0.96 -0.03 -0.59
O -4.82 3.94 -4.39
H 5.40 -3.02 -3.14
H 1.22 -1.08 -0.41
H 6.07 -1.44 -1.49
C -1.27 1.97 5.92
C -9.40 2.60 -7.92
H -2.04 2.73 5.83
C -0.95 -0.13 -1.99
C 3.10 -2.85 1.39
F 1.14 -0.09 3.04
H -0.39 -0.24 1.10
C 3.94 -4.23 3.13
C -4.28 4.23 -3.18
H -8.89 2.51 -8.88
O 2.40 -2.09 0.78
C 0.54 0.18 -2.04
O -7.59 0.94 -5.53
H -5.34 1.94 -4.52
C -7.71 3.21 -6.38
H 2.21 -4.72 1.89
H 7.00 -3.08 -3.90
H 3.96 -5.24 3.53
H 0.36 -2.90 8.74
H 5.94 -3.71 2.42
H 0.03 3.03 4.68
O 8.35 -4.40 -0.46
O -1.39 -0.09 -0.72
C 6.86 -1.72 -2.19
H 7.05 -0.86 -2.84
H -4.04 2.51 -1.95
H -2.52 3.40 -2.26
C -0.76 -1.33 7.60
H 3.12 0.32 2.82
C -4.49 2.59 -4.77
C 4.97 -4.00 2.03
H -3.13 1.18 -3.79
C 2.17 0.77 3.13
H -4.32 2.54 -5.84
H 1.05 -0.50 -2.72
C 7.80 -3.66 -1.22
H 5.10 -4.88 1.39
H 1.81 0.57 -0.29
C 2.64 -3.87 2.42
H -9.68 4.08 -6.39
C -3.25 2.25 -3.96
C 1.72 -1.10 6.11
H -10.48 2.63 -8.10
O 4.43 -2.93 1.23
C -0.31 0.31 0.16
C 2.20 1.44 4.54
F 1.90 1.74 2.20
O -1.87 -1.59 8.02
*
```

Results
- LUMO level: -1.6265 eV
- SMILES: O=C1C=CC(=O)c2c1cccc2C(F)(F)C(F)F.O=C1CCCO1.O=C1CCCO1.O=C1CCCO1.O=C1CCCO1.O=C1CCCO1
- HOMO-LUMO gap: 8.173 eV

These are the Löwdin partial charges, in e, on atoms 1 to 6: atom 1 (O): 0.101, atom 2 (C): -0.075, atom 3 (C): -0.028, atom 4 (H): 0.116, atom 5 (H): 0.128, atom 6 (C): 0.004

=====

[3]
C32H36N10O9RuS2 as an isolated structure. Source: OMol25; level of theory: ωB97M-V with the def2-TZVPD basis set.

Structure (ORCA input):
```
! wB97M-V def2-TZVPD RIJCOSX def2/J DEFGRID3
* xyz 1 6
O 2.45 -0.21 -1.47
C -1.97 -0.90 -2.94
C -2.24 1.22 4.93
Ru 0.13 0.18 -0.92
O -5.54 -1.63 3.35
H -1.16 -5.19 -4.89
N -0.77 -1.28 -2.56
C 1.53 -4.07 -3.16
H -1.18 2.01 -4.87
C -1.06 -3.32 -3.82
H 0.45 0.78 -3.93
C -2.37 -2.89 -4.17
H 6.23 -1.28 -2.89
N -0.15 3.39 -2.19
H 1.12 -0.65 5.44
O -0.17 0.90 1.32
H 2.21 -1.04 3.60
H -1.32 5.68 -0.68
C -2.42 0.50 -2.55
H -0.58 1.65 3.66
C -1.83 -2.77 4.18
O -2.25 1.92 7.13
H 1.13 -5.87 -4.30
N -0.92 2.76 -4.25
N 0.58 1.36 -3.11
H 1.53 2.28 0.30
C -1.88 -2.22 5.46
H -0.11 4.94 1.82
C -3.47 0.61 5.11
C 1.05 -2.88 -2.70
N 1.09 2.21 -0.61
H 2.48 -0.65 -3.92
H 0.18 5.85 -1.63
H -0.72 -3.01 2.37
H -4.00 0.67 6.04
C -1.54 1.16 3.75
C -2.07 0.45 2.69
C 4.65 -0.55 -4.22
H 1.67 -2.23 -2.10
C 0.73 -4.93 -3.95
S 0.67 -2.02 0.53
H 4.60 -1.81 -2.46
O -5.90 -0.56 5.18
C -0.23 5.64 -0.65
H -2.66 -3.37 3.83
C 0.29 -1.25 5.08
C 0.43 3.28 -0.93
C 4.98 0.25 -1.98
H -1.68 3.41 -4.10
H 3.20 0.00 2.00
H 2.54 -4.38 -2.90
H -0.81 -1.04 6.90
C 1.67 -1.33 1.71
N 1.48 -1.45 3.03
N -5.24 -0.82 4.20
N 2.76 -0.62 1.34
O -0.58 2.51 5.90
C -0.27 -2.48 -3.01
H 1.57 4.48 1.52
H 2.90 -0.47 0.35
C 0.53 4.24 1.29
O -1.75 1.05 -1.60
C 0.32 -1.78 3.80
H 0.12 6.42 0.02
C -2.81 -1.68 -3.75
C 3.29 0.09 -3.97
H -3.70 -0.77 2.01
C -0.54 -4.56 -4.28
H 4.57 -1.39 -4.91
H 3.02 0.87 -4.68
C -3.96 -0.10 4.03
H -2.98 -3.53 -4.80
O -1.75 -0.39 0.50
H -0.89 4.07 -2.26
H 0.30 3.24 1.63
C -1.30 0.31 1.42
N 0.26 4.36 -0.14
N -1.65 1.95 6.08
C -0.80 -1.46 5.91
H 5.07 0.08 -0.91
C 5.19 -0.98 -2.85
C -3.29 -0.20 2.83
C -0.74 -2.56 3.35
S 3.29 0.80 -2.29
C -0.15 2.42 -3.19
H 5.63 1.07 -2.28
H 5.33 0.18 -4.66
H -2.73 -2.39 6.10
H -3.78 -1.28 -4.02
O -3.31 1.01 -3.21
*
```

Results
- Relative energy (zero: lowest compared OMol25 entry of this formula, charge and spin): 58.0 kJ/mol
- LUMO level (spin up / spin down): -2.5936 / -3.6556 eV
- HOMO-LUMO gap (spin up / spin down): 8.226 / 7.341 eV

These are the Löwdin partial charges, in e, on atoms 1 to 6: atom 1 (O): -0.697, atom 2 (C): -0.175, atom 3 (C): -0.123, atom 4 (Ru): 1.549, atom 5 (O): 0.093, atom 6 (H): 0.121